DFT (ωB97M-V with the def2-TZVPD basis set) results for a 2-piece molecular cluster, C5H11NS overall in a non-equilibrium geometry.

Calculated values
HOMO (spin up / spin down) in eV: -2.411 / -2.406
LUMO energy (spin up / spin down) in eV: 3.911 / 3.247
Energy above the lowest of the compared OMol25 structures with the same formula, charge and spin in kJ/mol: 123.6
Electronic energy in a.u.: -649.937075
Expectation value of S²: 0.754

Geometry as ORCA input:
```
! RIJCOSX wB97M-V def2-TZVPD def2/J DEFGRID3
* xyz -1 2
C 0.57751 0.31765 -1.67595
C -0.10043 0.44238 -2.92866
C 0.83819 -1.08046 -1.10884
N 2.03548 -0.47398 -1.53713
H 0.58531 1.07451 -0.89159
H 0.42280 0.73746 -3.82995
H -1.13808 0.14796 -3.00722
H 0.36225 -1.28013 -0.16551
H 0.46735 -1.82558 -1.82274
H 2.51309 0.05816 -0.81155
C -1.47645 0.53925 1.83788
C -0.37671 -0.11945 2.68811
S 1.23493 -0.10401 1.83289
H -1.55073 0.12041 0.83328
H -1.09170 1.54160 1.63187
H -2.44029 0.57107 2.33948
H -0.64849 -1.12771 3.01504
H -0.21404 0.46088 3.60058
*
```

Atom charges from the Löwdin analysis, given in e for atoms 1 to 5: -0.324, 0.018, -0.343, 0.021, 0.087

DFT (ωB97M-V with the def2-TZVPD basis set) results for C5H11NS2 in the gas phase in a non-equilibrium geometry.

Calculated values
HOMO in eV: -8.599
LUMO energy in eV: 0.045
Energy above the lowest of the compared OMol25 structures with the same formula, charge and spin in kJ/mol: 62.1
Electronic energy in a.u.: -1048.214397

Geometry as ORCA input:
```
! RIJCOSX wB97M-V def2-TZVPD def2/J DEFGRID3
* xyz 0 1
C -3.38840 -0.98019 1.09216
C -3.04105 0.34230 0.34290
C -1.77831 0.21161 -0.50877
S -0.36613 0.52914 0.69019
C 1.03045 0.19994 -0.18534
S 1.25371 -0.34092 -1.72842
C 2.25616 0.39870 0.74418
N 3.49493 -0.31126 0.41028
H -4.31561 -0.81255 1.70172
H -3.65204 -1.76798 0.32116
H -2.53220 -1.26359 1.71789
H -2.98687 1.12615 1.08004
H -3.90738 0.58162 -0.30329
H -1.59471 -0.77690 -0.96808
H -1.76232 1.00098 -1.26138
H 2.00961 0.03387 1.69629
H 2.41331 1.52153 0.87019
H 3.85987 -0.22384 -0.48994
H 3.32944 -1.28609 0.46433
*
```

Atom charges from the Löwdin analysis, given in e for atoms 1 to 5: -0.122, -0.353, -0.423, 0.943, -1.145

DFT (ωB97M-V with the def2-TZVPD basis set) results for C5H11NaO4 as an isolated structure in a non-equilibrium geometry.

Calculated values
HOMO in eV: -6.751
LUMO energy in eV: 0.077
Energy above the lowest of the compared OMol25 structures with the same formula, charge and spin in kJ/mol: 510.6
Electronic energy in a.u.: -660.184322

Geometry as ORCA input:
```
! RIJCOSX wB97M-V def2-TZVPD def2/J DEFGRID3
* xyz 0 1
O -0.06954 -2.17112 1.19003
C 0.94562 -2.69662 0.78661
C 1.79511 -2.08389 -0.29452
O 1.33453 -0.82169 -0.66825
C 1.92759 0.26911 0.03719
C 1.06675 1.49474 -0.19843
O -0.23189 1.28026 0.23396
Na -1.04552 -0.59681 -0.01136
H 1.23687 -3.71276 1.12090
H 1.74317 -2.76235 -1.16334
H 2.84793 -2.07234 0.03727
H 2.95865 0.42752 -0.32028
H 1.96595 0.03989 1.11592
H 1.08576 1.72536 -1.28638
H 1.54825 2.34663 0.32672
O -2.80062 0.66288 -0.86379
H -3.25668 0.45932 -1.68078
C -1.98450 2.34782 -0.65912
H -1.74698 2.35633 -1.73385
H -2.60812 3.22834 -0.87661
H -2.04615 2.67516 0.39347
*
```

Atom charges from the Löwdin analysis, given in e for atoms 1 to 5: 0.044, -0.174, -0.185, -0.157, -0.201

DFT (ωB97M-V with the def2-TZVPD basis set) results for a 2-piece molecular cluster, C5H11O overall in a non-equilibrium geometry.

Calculated values
HOMO in eV: -14.219
LUMO energy in eV: -4.627
Energy above the lowest of the compared OMol25 structures with the same formula, charge and spin in kJ/mol: 347.6
Electronic energy in a.u.: -271.895309

Geometry as ORCA input:
```
! RIJCOSX wB97M-V def2-TZVPD def2/J DEFGRID3
* xyz 1 1
C 0.33777 -1.35762 -0.38585
C 0.23414 0.88725 0.13059
C -0.77037 -1.34615 -1.38114
C 0.40003 -2.20876 0.82309
C -0.11463 3.07004 0.75054
O -0.14537 1.69403 1.01992
H 1.27767 -1.07815 -0.64288
H 0.66726 1.19212 -0.89342
H -0.81714 -0.36726 -1.93331
H -1.62108 -1.60302 -0.86856
H -0.31265 -1.91729 -2.08256
H 0.17304 -3.18620 0.43220
H -0.32983 -1.83048 1.60640
H 1.38866 -2.37465 1.33570
H 0.54655 3.44839 -0.10385
H -1.06519 3.48497 0.58245
H 0.15114 3.49277 1.61068
*
```

Atom charges from the Löwdin analysis, given in e for atoms 1 to 5: -0.125, 0.130, -0.029, -0.063, -0.022

Question: Which of these has the highest energy above the lowest of the compared OMol25 structures with the same formula, charge and spin?
Answer: C5H11NaO4

Question: The highest energy above the lowest of the compared OMol25 structures with the same formula, charge and spin belongs to which entry?
Answer: C5H11NaO4